Arrangement A

Entry from the OMol25 dataset: one molecule with the formula C3H8N2 (the ωB97M-V functional and the def2-TZVPD basis).

Cartesian coordinates (Å):
N1 1.00068 -0.01998 0.73149
N2 -1.24995 -0.33247 1.35500
C1 0.95333 -0.47935 -0.60277
C2 0.08522 0.45399 -1.59514
C3 0.08280 -0.01562 1.59118
H1 0.84318 -1.64134 -0.73534
H2 -1.03002 0.31807 -1.59397
H3 0.42861 0.82042 -2.58660
H4 -1.79918 0.02148 0.53201
H5 1.99242 -0.37393 -0.90605
H6 -1.69393 -0.33596 2.25548
H7 0.27567 0.15266 2.64943
H8 0.11118 1.43203 -1.09472

For the LUMO energy, the calculation gives 0.966 eV. For the HOMO energy, the calculation gives -8.8543 eV. The SMILES is CC/N=C\N. The value obtained for the HOMO-LUMO gap is 0.361 Eh.

Atomic partial charges in e from the Mulliken method, atoms 1 to 5: atom 1 (N): -0.5559, atom 2 (N): -0.4232, atom 3 (C): -0.2854, atom 4 (C): -1.0527, atom 5 (C): 0.0712

=====

Arrangement B

Entry from the OMol25 dataset: a 2-piece molecular cluster, C3H8N2 overall (the ωB97M-V functional and the def2-TZVPD basis).

Cartesian coordinates (Å):
N1 -0.64783 -0.08294 -0.66114
N2 -0.10926 1.23372 -0.31195
C1 0.58482 0.06071 -0.00658
C2 1.97340 -0.14345 -0.46479
C3 -1.76280 -0.45211 0.10903
H1 -2.07926 -1.58425 -0.02737
H2 2.34554 0.86066 -0.82555
H3 2.42050 -0.56486 0.47135
H4 -1.48266 -0.34520 1.13044
H5 1.92888 -0.83534 -1.35072
H6 -0.69179 1.82994 0.36588
H7 0.14136 -0.19153 1.61536
H8 -2.62089 0.21463 -0.04396

For the LUMO energy, the calculation gives 0.904 eV. For the HOMO energy, the calculation gives -8.7767 eV. The value obtained for the HOMO-LUMO gap is 0.356 Eh.

Atomic partial charges in e from the Mulliken method, atoms 1 to 5: atom 1 (N): -0.1583, atom 2 (N): -0.5278, atom 3 (C): 0.4234, atom 4 (C): -1.0004, atom 5 (C): -0.6812

=====

The least stable of them is arrangement B.

=====

Arrangement A

Entry from the OMol25 dataset: one molecule with the formula C3H8N2 (the ωB97M-V functional and the def2-TZVPD basis).

Cartesian coordinates (Å):
N1 -1.18543 0.12526 1.32386
N2 0.45073 -1.58808 -0.38671
C1 -0.34764 0.15356 0.29566
C2 -0.74243 -0.63707 -0.90783
C3 0.66641 1.26423 0.14720
H1 0.15458 2.22879 0.13930
H2 1.35634 1.22765 0.99418
H3 -0.94656 0.86010 1.99616
H4 1.41036 -1.31666 -0.58393
H5 -1.68733 -1.16385 -0.77955
H6 1.23985 1.16610 -0.77832
H7 -0.52570 -0.16632 -1.86700
H8 0.15683 -2.15371 0.40698

For the LUMO energy, the calculation gives 0.953 eV. For the HOMO energy, the calculation gives -8.2478 eV. The SMILES is [H]/N=C(\C)CN. The value obtained for the HOMO-LUMO gap is 0.338 Eh.

Atomic partial charges in e from the Mulliken method, atoms 1 to 5: atom 1 (N): -0.7845, atom 2 (N): -0.6304, atom 3 (C): 0.8609, atom 4 (C): -0.5447, atom 5 (C): -1.2477

=====

Arrangement B

Entry from the OMol25 dataset: one molecule with the formula C3H8N2 (the ωB97M-V functional and the def2-TZVPD basis).

Cartesian coordinates (Å):
N1 -0.71342 1.85703 2.10030
N2 -0.30803 0.51483 0.19160
C1 0.24008 -0.78072 -1.85192
C2 -0.48878 0.61318 1.62773
C3 0.57238 -0.62864 -0.29702
H1 0.33996 -1.52739 0.26089
H2 1.60952 -0.52027 -0.31023
H3 -0.53815 -0.35110 2.13096
H4 -0.99394 1.89399 3.08012
H5 0.80200 -0.08111 -2.44557
H6 -0.01866 1.32961 -0.31808
H7 0.32429 -1.81654 -2.20703
H8 -0.82727 -0.50287 -1.96176

For the LUMO energy, the calculation gives 1.104 eV. For the HOMO energy, the calculation gives -9.0512 eV. The SMILES is [H]/N=C/NCC. The value obtained for the HOMO-LUMO gap is 0.373 Eh.

Atomic partial charges in e from the Mulliken method, atoms 1 to 5: atom 1 (N): -0.6265, atom 2 (N): -0.2835, atom 3 (C): -1.1082, atom 4 (C): 0.0605, atom 5 (C): -0.4376

=====

The least stable of them is arrangement A.

=====

Arrangement A

Entry from the OMol25 dataset: a 2-piece molecular cluster, C3H8N2 overall (the ωB97M-V functional and the def2-TZVPD basis).

Cartesian coordinates (Å):
N1 1.23214 0.68378 0.65993
N2 2.53080 -0.53443 -0.79066
C1 -2.75743 -0.20356 0.36733
C2 1.89869 0.53875 -0.55118
C3 -1.67343 -0.91332 0.15228
H1 3.15066 -0.45416 -1.58969
H2 0.78129 1.57769 0.67839
H3 -2.88995 0.34864 1.28959
H4 -1.79673 -1.53242 -0.73818
H5 1.51373 0.11279 1.43233
H6 -0.62264 -0.80410 0.37834
H7 2.19009 1.52062 -0.94259
H8 -3.55722 -0.34027 -0.34589

For the LUMO energy, the calculation gives 0.961 eV. For the HOMO energy, the calculation gives -9.4150 eV. The SMILES is [H]/N=C/N.C=C. The value obtained for the HOMO-LUMO gap is 0.381 Eh.

Atomic partial charges in e from the Mulliken method, atoms 1 to 5: atom 1 (N): -0.4724, atom 2 (N): -0.6260, atom 3 (C): -0.4662, atom 4 (C): 0.1452, atom 5 (C): -0.4154

=====

Arrangement B

Entry from the OMol25 dataset: a 2-piece molecular cluster, C3H8N2 overall (the ωB97M-V functional and the def2-TZVPD basis).

Cartesian coordinates (Å):
N1 -1.19025 0.61896 1.14712
N2 1.75965 -2.86616 -1.56775
C1 -2.21358 2.88548 1.07408
C2 2.82398 -2.76292 -2.21205
C3 -1.45679 1.86367 1.72561
H1 -2.13785 3.89499 1.49407
H2 -1.64820 0.55363 0.20790
H3 1.58972 -3.61521 -0.83166
H4 -0.94121 2.00648 2.75136
H5 -0.65414 -0.14839 1.58841
H6 2.66097 -2.85707 -3.29151
H7 3.88215 -2.28978 -2.07784
H8 -2.47443 2.71632 -0.00776

For the LUMO energy, the calculation gives 0.386 eV. For the HOMO energy, the calculation gives -7.7849 eV. The SMILES is C=CN.C=N. The value obtained for the HOMO-LUMO gap is 0.300 Eh.

Atomic partial charges in e from the Mulliken method, atoms 1 to 5: atom 1 (N): -0.4277, atom 2 (N): -0.4555, atom 3 (C): -0.8557, atom 4 (C): -0.1936, atom 5 (C): 0.2030

=====

Arrangement C

Entry from the OMol25 dataset: one molecule with the formula C3H8N2 (the ωB97M-V functional and the def2-TZVPD basis).

Cartesian coordinates (Å):
N1 0.39868 0.67561 -1.10675
N2 -0.70088 0.40768 -1.86817
C1 1.51367 0.22059 1.00172
C2 0.33608 0.10301 -0.00745
C3 -0.85802 -0.70665 0.46028
H1 -1.15721 -1.43698 -0.23147
H2 -0.61251 -1.17764 1.34758
H3 -1.67902 0.00242 0.54320
H4 -0.72423 1.02877 -2.72686
H5 1.65117 -0.72009 1.56742
H6 -1.64903 0.24942 -1.42609
H7 1.08250 0.65022 1.82088
H8 2.39880 0.70364 0.62571

For the LUMO energy, the calculation gives 1.050 eV. For the HOMO energy, the calculation gives -8.4153 eV. The SMILES is CC(C)=NN. The value obtained for the HOMO-LUMO gap is 0.348 Eh.

Atomic partial charges in e from the Mulliken method, atoms 1 to 5: atom 1 (N): -0.4895, atom 2 (N): -0.4048, atom 3 (C): -1.2491, atom 4 (C): 1.1283, atom 5 (C): -1.6324

=====

The least stable of them is arrangement B.

=====

Arrangement A

Entry from the OMol25 dataset: a 2-piece molecular cluster, C3H9N3O2 overall (the ωB97M-V functional and the def2-TZVPD basis).

Cartesian coordinates (Å):
O1 -2.29148 -0.17142 0.91488
O2 -2.09553 1.20593 -0.82128
N1 1.06800 -1.49452 -1.24649
N2 -0.44559 1.01835 0.79507
N3 2.12081 -1.44110 -0.40178
C1 -1.62636 0.74648 0.19935
C2 0.50100 1.95818 0.26019
C3 0.04238 -2.10666 -0.75358
H1 1.88293 -0.96918 0.47224
H2 0.02071 -2.54701 0.25880
H3 2.86595 -0.88554 -0.82859
H4 1.49804 1.51542 0.31979
H5 -0.87457 -2.20354 -1.35573
H6 0.26916 2.21012 -0.77767
H7 -0.28526 0.57031 1.68510
H8 0.47281 2.86140 0.87442
H9 -3.12302 -0.26725 0.40528

For the LUMO energy, the calculation gives 0.660 eV. For the HOMO energy, the calculation gives -9.0672 eV. The SMILES is CNC(=O)O.C=NN. The value obtained for the HOMO-LUMO gap is 0.357 Eh.

Atomic partial charges in e from the Mulliken method, atoms 1 to 5: atom 1 (O): -0.4920, atom 2 (O): -0.6311, atom 3 (N): -0.2471, atom 4 (N): -0.1565, atom 5 (N): -0.4881

=====

Arrangement B

Entry from the OMol25 dataset: a 2-piece molecular cluster, C3H9N3O2 overall (the ωB97M-V functional and the def2-TZVPD basis).

Cartesian coordinates (Å):
O1 2.03865 1.04258 0.19571
O2 -1.66055 1.34800 0.51212
N1 -0.61859 -0.65436 0.23715
N2 1.68344 1.55526 1.35443
N3 0.06427 -1.66422 0.93590
C1 1.37955 1.13322 -0.89804
C2 -1.06108 0.40188 0.97955
C3 -1.20229 -0.95803 -1.05772
H1 1.06156 -1.56429 0.79231
H2 0.57419 1.84870 -1.01529
H3 -0.19371 -2.59686 0.62410
H4 -0.76752 0.31269 2.03341
H5 -1.75425 -1.89206 -1.02056
H6 -1.86916 -0.15285 -1.34103
H7 -0.40811 -1.04054 -1.80883
H8 1.79801 0.62314 -1.74894
H9 0.93558 2.25774 1.22572

For the LUMO energy (spin up / spin down), the calculation gives 0.317 / 0.197 eV. For the HOMO energy (spin up / spin down), the calculation gives -8.9515 / -8.2591 eV. The value obtained for the HOMO-LUMO gap (spin up / spin down) is 0.341 / 0.311 Eh.

Atomic partial charges in e from the Mulliken method, atoms 1 to 5: atom 1 (O): -0.0193, atom 2 (O): -0.5888, atom 3 (N): 0.4460, atom 4 (N): -0.4643, atom 5 (N): -0.7847

=====

The least stable of them is arrangement B.

=====

Arrangement A

Entry from the OMol25 dataset: C3H9N3O2 as an isolated structure (the ωB97M-V functional and the def2-TZVPD basis).

Cartesian coordinates (Å):
O1 -0.95576 -0.79078 1.23149
O2 0.22478 1.84187 0.51831
N1 2.19453 0.68135 0.04048
N2 -0.84771 0.80596 -0.56184
N3 -2.07081 1.04188 -0.19059
C1 -0.19630 -0.30671 0.15076
C2 0.21136 -1.40387 -0.81274
C3 0.93052 0.68684 0.72949
H1 -0.66829 -1.92286 -1.20081
H2 0.75492 -0.98574 -1.65585
H3 2.64994 -0.22303 0.04431
H4 2.09234 1.02773 -0.90626
H5 1.11502 0.42992 1.78783
H6 -1.51829 -1.51328 0.92734
H7 -2.28889 0.87951 0.79738
H8 0.84478 -2.12198 -0.29217
H9 -2.47213 1.87316 -0.60713

For the LUMO energy (spin up / spin down), the calculation gives 0.664 / 0.664 eV. For the HOMO energy (spin up / spin down), the calculation gives -8.5359 / -8.5346 eV. The value obtained for the HOMO-LUMO gap (spin up / spin down) is 0.338 / 0.338 Eh.

Atomic partial charges in e from the Mulliken method, atoms 1 to 5: atom 1 (O): -0.5889, atom 2 (O): -0.5824, atom 3 (N): -0.5939, atom 4 (N): -0.1414, atom 5 (N): -0.3782

=====

Arrangement B

Entry from the OMol25 dataset: C3H9N3O2 as an isolated structure (the ωB97M-V functional and the def2-TZVPD basis).

Cartesian coordinates (Å):
O1 -3.69319 1.82716 -0.06818
O2 1.94598 0.15170 -0.37053
N1 0.31582 -1.27711 0.38751
N2 2.43747 -2.01593 -0.39900
N3 -2.19585 0.25553 0.59332
C1 -2.51595 1.23036 -0.22962
C2 1.03763 1.25265 -0.20689
C3 1.48656 -1.07595 -0.08407
H1 1.60876 2.13496 -0.48436
H2 -3.00088 2.16236 -0.96531
H3 0.70779 1.32730 0.82957
H4 -1.30579 -0.24843 0.51862
H5 2.36479 -2.92356 0.02679
H6 0.16562 1.14293 -0.85264
H7 3.37164 -1.67898 -0.56634
H8 -2.86121 -0.00377 1.32026
H9 0.13083 -2.26122 0.55086

For the LUMO energy, the calculation gives 0.672 eV. For the HOMO energy, the calculation gives -8.3216 eV. The value obtained for the HOMO-LUMO gap is 0.331 Eh.

Atomic partial charges in e from the Mulliken method, atoms 1 to 5: atom 1 (O): -0.4586, atom 2 (O): -0.3871, atom 3 (N): -0.6380, atom 4 (N): -0.4413, atom 5 (N): -0.1180

=====

Arrangement C

Entry from the OMol25 dataset: a 2-piece molecular cluster, C3H9N3O2 overall (the ωB97M-V functional and the def2-TZVPD basis).

Cartesian coordinates (Å):
O1 0.28157 -1.16177 -3.17793
O2 0.20901 2.33028 -0.12701
N1 -0.53440 -1.72298 -1.13522
N2 1.67559 -1.06118 -1.37849
N3 -0.93074 0.88795 1.20416
C1 0.01568 0.93046 2.30537
C2 -0.77184 1.65763 0.09846
C3 0.45917 -1.30325 -1.98617
H1 -1.84294 0.49960 1.37018
H2 -0.02597 -0.00327 2.86192
H3 2.29544 -0.55287 -1.99154
H4 1.65186 -0.71270 -0.43212
H5 1.01152 1.06333 1.89245
H6 -1.63053 1.59019 -0.58721
H7 -0.29783 -2.21976 -0.29425
H8 -0.17581 1.77591 2.96308
H9 -1.38976 -1.99759 -1.58567

For the LUMO energy, the calculation gives 0.532 eV. For the HOMO energy, the calculation gives -9.8501 eV. The SMILES is NC(N)=O.CNC=O. The value obtained for the HOMO-LUMO gap is 0.382 Eh.

Atomic partial charges in e from the Mulliken method, atoms 1 to 5: atom 1 (O): -0.6126, atom 2 (O): -0.5704, atom 3 (N): -0.3880, atom 4 (N): -0.4970, atom 5 (N): -0.1237

=====

The least stable of them is arrangement A.

=====

Arrangement A

Entry from the OMol25 dataset: one molecule with the formula C3H9N3O2 (the ωB97M-V functional and the def2-TZVPD basis).

Cartesian coordinates (Å):
O1 1.73614 -0.80236 -0.94023
O2 -1.73601 -0.59251 -0.53626
N1 1.02453 0.26821 -1.21646
N2 -1.35538 0.06361 1.59321
N3 -0.02786 -1.66066 0.68405
C1 -0.93208 -0.69681 0.53433
C2 1.22674 1.31817 -0.20079
C3 -0.66462 -0.10647 -1.41383
H1 1.27798 0.92996 0.82253
H2 0.34320 -1.73591 1.62156
H3 -0.50614 -0.88327 -2.15655
H4 0.92164 -1.55993 -0.06558
H5 0.46960 2.09104 -0.30576
H6 -0.79675 0.12035 2.43133
H7 2.20262 1.75481 -0.41759
H8 -1.05052 0.81293 -1.85106
H9 -2.13311 0.67885 1.41710

For the LUMO energy, the calculation gives 0.380 eV. For the HOMO energy, the calculation gives -7.3848 eV. The value obtained for the HOMO-LUMO gap is 0.285 Eh.

Atomic partial charges in e from the Mulliken method, atoms 1 to 5: atom 1 (O): -0.6332, atom 2 (O): -0.3969, atom 3 (N): -0.0297, atom 4 (N): -0.3935, atom 5 (N): -0.4855

=====

Arrangement B

Entry from the OMol25 dataset: a 3-piece molecular cluster, C3H9N3O2 overall (the ωB97M-V functional and the def2-TZVPD basis).

Cartesian coordinates (Å):
O1 1.52611 1.73724 0.56178
O2 -2.07255 -1.69559 0.42998
N1 0.35078 -1.92136 -1.25482
N2 0.90594 1.06978 -1.54018
N3 1.34249 0.56793 -0.31453
C1 -1.10859 0.67497 1.38162
C2 -0.61261 -0.33873 0.47224
C3 -0.17124 -1.19058 -0.31782
H1 0.37715 -1.50814 -2.17914
H2 0.13446 1.73224 -1.43335
H3 -1.85291 -2.29568 1.15710
H4 -2.09388 0.99810 1.04291
H5 -0.41332 1.51850 1.42028
H6 -1.22641 0.25039 2.37996
H7 1.09310 -2.56498 -1.02436
H8 1.67059 1.56307 -2.00010
H9 2.15090 1.40285 1.21843

For the LUMO energy (spin up / spin down), the calculation gives 0.643 / 0.575 eV. For the HOMO energy (spin up / spin down), the calculation gives -7.8228 / -7.0468 eV. The value obtained for the HOMO-LUMO gap (spin up / spin down) is 0.311 / 0.280 Eh.

Atomic partial charges in e from the Mulliken method, atoms 1 to 5: atom 1 (O): -0.4575, atom 2 (O): -0.6939, atom 3 (N): -0.3881, atom 4 (N): -0.4304, atom 5 (N): -0.3060

=====

Arrangement C

Entry from the OMol25 dataset: a 3-piece molecular cluster, C3H9N3O2 overall (the ωB97M-V functional and the def2-TZVPD basis).

Cartesian coordinates (Å):
O1 -0.04598 -1.94544 -0.59111
O2 -0.45597 2.26115 0.02731
N1 0.66072 1.44045 -0.20048
N2 0.94373 -0.96816 -0.10788
N3 -2.28902 0.88022 0.41946
C1 2.15960 -0.85360 -1.10926
C2 -1.04318 0.05596 0.79078
C3 0.26203 0.21356 0.09679
H1 -1.43251 -0.94607 1.01277
H2 2.79396 -0.05251 -0.72724
H3 -2.78626 1.98733 1.14885
H4 0.45597 -2.72763 -0.21233
H5 -0.88379 0.09718 1.98267
H6 2.71542 -1.86171 -1.25769
H7 2.04465 -0.29347 -2.13809
H8 -3.27401 -0.43378 0.47986
H9 0.17465 3.14652 0.38559

For the LUMO energy, the calculation gives 0.066 eV. For the HOMO energy, the calculation gives -8.6476 eV. The value obtained for the HOMO-LUMO gap is 0.320 Eh.

Atomic partial charges in e from the Mulliken method, atoms 1 to 5: atom 1 (O): -0.4384, atom 2 (O): -0.3764, atom 3 (N): -0.4681, atom 4 (N): -0.0413, atom 5 (N): -0.6128

=====

The least stable of them is arrangement C.